# C39H44Cl77NOP

20 unconnected molecules or ions with the total composition C39H44Cl77NOP in a non-equilibrium geometry (ωB97M-V/def2-TZVPD, OMol25).

Last column: Löwdin charge in e.
Cartesian coordinates (Å):
C: 2.686 -5.123 -2.655  -0.1165
C: 1.235 -5.603 -2.808  -0.2754
C: 0.733 -5.540 -4.248  -0.2400
C: -0.670 -6.139 -4.406  -0.2340
C: -1.203 -6.093 -5.849  -0.2014
C: -2.723 -5.989 -6.016  -0.2119
C: -3.425 -4.629 -5.695  -0.2008
C: -3.470 -3.809 -6.993  -0.2101
C: -4.351 -2.546 -7.064  -0.2009
C: -4.480 -1.592 -5.878  -0.2079
C: -3.174 -1.126 -5.204  -0.2030
C: -3.098 0.405 -5.062  -0.2264
C: -1.593 0.783 -4.794  -0.2862
P: -1.338 1.685 -3.242  1.0798
C: -2.354 3.238 -3.207  -0.3587
N: -3.142 3.479 -2.007  0.0079
C: -1.696 0.600 -1.799  -0.2584
O: -3.053 0.584 -1.406  -0.1978
C: -3.782 -0.629 -1.644  -0.2521
C: -4.876 -0.771 -0.582  -0.0555
C: 0.425 2.199 -3.140  -0.3363
C: 1.326 1.743 -4.288  -0.7496
C: 2.708 2.429 -4.124  -0.1091
Cl: 1.593 -0.028 -4.204  0.6578
H: 3.330 -5.530 -3.443  0.0731
H: 2.752 -4.028 -2.634  0.0590
H: 3.115 -5.470 -1.707  0.0686
H: 1.194 -6.632 -2.430  0.1098
H: 0.593 -4.985 -2.166  0.1045
H: 1.456 -6.084 -4.869  0.1178
H: 0.721 -4.504 -4.617  0.1118
H: -1.338 -5.669 -3.671  0.0897
H: -0.584 -7.189 -4.094  0.0956
H: -0.682 -5.300 -6.401  0.1080
H: -0.953 -7.072 -6.277  0.1144
H: -2.908 -6.126 -7.086  0.1011
H: -3.188 -6.782 -5.421  0.0526
H: -2.846 -4.137 -4.898  0.0970
H: -4.416 -4.852 -5.289  0.1015
H: -3.913 -4.477 -7.740  0.1070
H: -2.437 -3.634 -7.312  0.1112
H: -3.929 -1.936 -7.879  0.1122
H: -5.347 -2.843 -7.413  0.1126
H: -5.012 -0.693 -6.214  0.0634
H: -5.140 -2.055 -5.127  0.1152
H: -3.048 -1.612 -4.235  0.0956
H: -2.316 -1.442 -5.813  0.1180
H: -3.696 0.776 -4.225  0.0112
H: -3.411 0.881 -5.994  0.1188
H: -1.027 -0.151 -4.698  0.0508
H: -1.134 1.306 -5.640  0.0666
H: -3.040 3.281 -4.061  0.0617
H: -1.646 4.068 -3.315  0.0247
H: -2.633 3.284 -1.152  0.0734
H: -3.965 2.894 -1.994  0.0403
H: -1.259 -0.398 -1.950  0.1214
H: -1.127 1.052 -0.971  0.1125
H: -3.147 -1.521 -1.624  0.1236
H: -4.287 -0.542 -2.611  0.0769
H: -5.215 -1.806 -0.510  0.0890
H: -4.552 -0.354 0.373  0.0035
H: -5.743 -0.182 -0.907  0.0721
H: 0.431 3.298 -3.164  0.0329
H: 0.875 1.913 -2.183  0.0879
H: 0.918 2.032 -5.259  0.0787
H: 2.937 2.477 -3.053  0.0589
H: 3.458 1.774 -4.576  0.0718
H: 2.718 3.420 -4.581  0.0850
C: 4.403 0.428 0.193  -2.0160
Cl: 5.390 -0.037 1.584  0.5011
Cl: 3.675 -1.007 -0.535  0.5302
Cl: 3.119 1.535 0.726  0.5089
Cl: 5.447 1.239 -0.969  0.4768
C: 2.914 -2.821 4.710  -2.0255
Cl: 4.022 -3.258 6.013  0.4846
Cl: 2.178 -4.278 4.028  0.5225
Cl: 1.646 -1.756 5.325  0.5348
Cl: 3.835 -1.982 3.451  0.4624
C: -4.184 -0.930 4.071  -2.0362
Cl: -3.693 -0.033 5.508  0.4981
Cl: -5.940 -0.890 3.948  0.5245
Cl: -3.462 -0.200 2.630  0.5454
Cl: -3.638 -2.600 4.202  0.5441
C: 1.842 -5.236 9.105  -2.0397
Cl: 1.769 -5.071 7.346  0.4852
Cl: 1.870 -6.945 9.540  0.5116
Cl: 3.312 -4.453 9.699  0.5244
Cl: 0.433 -4.467 9.842  0.5285
C: 1.906 -9.997 12.408  -2.0650
Cl: 0.571 -10.389 11.317  0.5161
Cl: 1.956 -8.251 12.661  0.5001
Cl: 1.666 -10.815 13.952  0.5295
Cl: 3.427 -10.528 11.687  0.5224
C: -1.899 5.590 -6.848  -2.0268
Cl: -1.204 4.093 -6.198  0.5565
Cl: -2.787 5.265 -8.330  0.5388
Cl: -2.989 6.288 -5.645  0.5325
Cl: -0.579 6.709 -7.170  0.5458
C: 5.955 5.381 -1.960  -2.0271
Cl: 6.032 6.907 -1.081  0.5182
Cl: 5.467 5.701 -3.634  0.5071
Cl: 7.543 4.610 -1.965  0.5473
Cl: 4.810 4.312 -1.137  0.4552
C: -6.891 2.367 -5.062  -2.0287
Cl: -5.997 1.573 -3.743  0.5687
Cl: -7.205 1.215 -6.353  0.5671
Cl: -8.414 2.985 -4.436  0.5649
Cl: -5.907 3.702 -5.677  0.5225
C: 5.529 7.110 3.130  -2.0456
Cl: 6.325 6.561 4.601  0.5191
Cl: 4.893 5.719 2.241  0.4991
Cl: 4.202 8.199 3.545  0.5321
Cl: 6.697 7.969 2.117  0.5030
C: -4.329 -0.791 10.081  -2.0320
Cl: -4.157 -0.287 8.391  0.4633
Cl: -4.148 -2.544 10.185  0.5348
Cl: -3.086 -0.009 11.059  0.5174
Cl: -5.930 -0.330 10.665  0.5107
C: -9.179 -1.893 6.760  -2.0567
Cl: -9.801 -3.158 7.819  0.5351
Cl: -10.250 -0.491 6.821  0.5288
Cl: -7.561 -1.422 7.291  0.4928
Cl: -9.104 -2.502 5.099  0.5054
C: 8.399 -2.837 5.261  -2.0516
Cl: 6.813 -2.674 4.501  0.4690
Cl: 8.199 -2.873 7.016  0.5276
Cl: 9.160 -4.336 4.724  0.5321
Cl: 9.415 -1.464 4.811  0.5252
C: 9.013 -0.583 -1.838  -2.0517
Cl: 10.072 -1.989 -1.752  0.5409
Cl: 9.981 0.874 -2.085  0.5252
Cl: 7.886 -0.774 -3.189  0.5137
Cl: 8.098 -0.430 -0.336  0.4850
C: 0.999 6.498 -1.951  -2.0206
Cl: -0.250 6.642 -3.196  0.5264
Cl: 0.898 4.890 -1.196  0.5372
Cl: 2.571 6.663 -2.715  0.5215
Cl: 0.763 7.731 -0.719  0.5727
C: 9.427 8.502 6.717  -2.0471
Cl: 10.299 9.883 7.383  0.5196
Cl: 8.668 8.959 5.190  0.4999
Cl: 10.554 7.170 6.438  0.5219
Cl: 8.180 7.985 7.857  0.5041
C: -3.276 8.251 -10.853  -2.0616
Cl: -4.222 8.489 -9.378  0.5104
Cl: -3.764 9.436 -12.061  0.5435
Cl: -1.559 8.448 -10.489  0.5141
Cl: -3.558 6.621 -11.481  0.5065
C: -4.535 -8.097 -2.780  -2.0517
Cl: -5.940 -8.049 -3.847  0.5332
Cl: -3.180 -8.849 -3.626  0.5550
Cl: -4.091 -6.443 -2.323  0.5187
Cl: -4.919 -9.023 -1.331  0.5417
C: -5.233 3.254 12.755  -2.0565
Cl: -6.624 3.209 11.666  0.5132
Cl: -4.989 1.659 13.471  0.5001
Cl: -3.790 3.716 11.844  0.5140
Cl: -5.526 4.437 14.032  0.5311
C: 10.544 7.407 11.124  -2.0564
Cl: 11.331 6.842 12.600  0.5302
Cl: 9.910 6.023 10.228  0.5031
Cl: 9.217 8.495 11.544  0.5179
Cl: 11.714 8.269 10.122  0.5096

Results
orbital gap = 9.7437 eV
total charge = +1

***

# C39H44ClNO3Si

2 unconnected molecules or ions with the total composition C39H44ClNO3Si in a non-equilibrium geometry (ωB97M-V/def2-TZVPD, OMol25).

Last column: Löwdin charge in e.
Cartesian coordinates (Å):
C: -0.955 4.271 2.728  -0.0742
C: 0.323 4.541 1.987  -0.2160
O: 0.956 3.275 1.683  -0.0125
C: 2.126 3.477 1.035  -0.4778
C: 2.895 2.215 0.869  -0.0572
C: 4.250 2.234 1.444  -0.1881
C: 4.847 3.452 1.817  -0.0491
C: 6.040 3.485 2.523  -0.6950
Cl: 6.642 4.992 3.032  0.6997
C: 6.697 2.285 2.817  -0.1105
C: 6.111 1.062 2.481  -0.0851
C: 4.908 1.027 1.783  -0.0426
O: 2.423 4.604 0.631  0.0579
H: -1.122 5.081 3.446  0.0805
H: -1.793 4.278 2.025  0.0628
H: -0.952 3.322 3.265  0.0753
H: 0.136 5.038 1.025  0.1297
H: 1.014 5.144 2.587  0.1289
H: 2.318 1.390 1.303  0.1167
H: 4.316 4.374 1.594  0.1016
H: 7.634 2.340 3.345  0.0949
H: 6.597 0.133 2.773  0.1033
H: 4.432 0.071 1.572  0.1063
C: -4.116 -1.712 3.291  -0.1516
Si: -4.002 -2.893 1.855  0.3915
C: -3.997 -4.657 2.453  -0.1546
C: -5.352 -2.606 0.611  -0.1422
O: -2.523 -2.697 1.134  -0.1610
C: -1.909 -1.858 0.178  -0.3353
C: -1.956 -2.515 -1.221  -0.1616
C: -2.378 -3.836 -1.371  -0.0317
C: -2.462 -4.397 -2.651  -0.0656
C: -2.082 -3.648 -3.766  -0.0852
C: -1.616 -2.339 -3.612  -0.0634
C: -1.585 -1.760 -2.341  -0.0590
C: -2.551 -0.466 0.193  -0.1541
C: -3.456 -0.088 -0.798  -0.0393
C: -4.020 1.194 -0.766  -0.0581
C: -3.750 2.041 0.311  -0.0735
C: -2.936 1.611 1.356  -0.0709
C: -2.350 0.345 1.313  -0.0669
C: -0.397 -1.858 0.613  -0.1692
C: 0.282 -3.221 0.394  -0.1029
C: 1.126 -3.109 -0.875  -0.1313
C: 1.369 -1.607 -1.086  -0.1094
N: 0.415 -0.938 -0.193  -0.0259
C: 0.471 0.376 0.039  -0.0600
C: 1.069 1.302 -0.811  -0.1613
C: 2.453 1.508 -1.012  -0.1040
C: 2.814 1.724 -2.427  -0.1826
C: 4.163 1.653 -2.860  -0.0262
C: 4.469 1.601 -4.221  -0.0903
C: 3.451 1.645 -5.180  -0.0987
C: 2.112 1.701 -4.775  -0.0901
C: 1.807 1.774 -3.423  -0.0444
H: -5.029 -1.937 3.866  0.0386
H: -3.248 -1.832 3.955  0.0424
H: -4.160 -0.663 2.968  0.0226
H: -4.886 -4.853 3.070  0.0373
H: -4.004 -5.357 1.606  0.0323
H: -3.102 -4.859 3.059  0.0395
H: -6.294 -2.999 1.022  0.0397
H: -5.490 -1.540 0.394  0.0301
H: -5.146 -3.124 -0.334  0.0363
H: -2.646 -4.427 -0.491  0.1121
H: -2.819 -5.421 -2.748  0.1048
H: -2.163 -4.081 -4.764  0.1030
H: -1.284 -1.752 -4.474  0.1100
H: -1.313 -0.706 -2.218  0.1249
H: -3.716 -0.782 -1.605  0.1246
H: -4.666 1.500 -1.586  0.1067
H: -4.194 3.038 0.341  0.1069
H: -2.740 2.247 2.222  0.0893
H: -1.740 -0.020 2.145  0.1245
H: -0.342 -1.545 1.671  0.1544
H: 0.939 -3.357 1.261  0.1216
H: -0.440 -4.036 0.382  0.1107
H: 2.080 -3.630 -0.762  0.1119
H: 0.598 -3.522 -1.744  0.1053
H: 2.411 -1.332 -0.842  0.1256
H: 1.214 -1.297 -2.134  0.1291
H: -0.066 0.760 0.910  0.1200
H: 0.373 2.000 -1.289  0.1152
H: 3.270 0.987 -0.492  0.0961
H: 4.945 1.606 -2.100  0.1145
H: 5.508 1.488 -4.529  0.1003
H: 3.693 1.616 -6.242  0.0974
H: 1.300 1.688 -5.508  0.1021
H: 0.747 1.782 -3.131  0.0997

Results
orbital gap = 6.0648 eV

***

# C39H45Cl3KN5O3P

A molecular structure, C39H45Cl3KN5O3P in a non-equilibrium geometry (ωB97M-V/def2-TZVPD, OMol25).

Last column: Löwdin charge in e.
Cartesian coordinates (Å):
K: 0.407 -1.041 0.555  0.6996
C: -1.629 0.106 -3.916  -0.1145
N: -1.499 0.872 -2.704  -0.1832
C: -2.785 1.016 -2.056  -0.0831
C: -0.797 2.099 -2.792  -0.1910
C: -0.503 2.663 -4.027  -0.0612
C: 0.164 3.878 -4.148  -0.1505
C: 0.540 4.543 -2.995  -0.1330
C: 0.262 3.995 -1.753  -0.0544
C: -0.401 2.761 -1.583  -0.2596
N: -0.556 2.193 -0.338  0.0537
C: -0.883 3.018 0.700  -0.2924
C: -1.792 4.092 0.575  -0.0540
C: -2.263 4.812 1.662  -0.1342
C: -1.825 4.519 2.944  -0.1435
C: -0.888 3.497 3.106  -0.0747
C: -0.415 2.752 2.035  -0.2189
N: 0.491 1.675 2.230  -0.1971
C: 0.670 1.199 3.585  -0.1049
C: 1.775 1.860 1.567  -0.0827
H: -2.295 0.577 -4.662  0.0826
H: -2.052 -0.869 -3.668  0.0776
H: -0.653 -0.044 -4.379  0.0692
H: -3.525 1.481 -2.731  0.0887
H: -2.676 1.631 -1.171  0.0601
H: -3.163 0.036 -1.770  0.0679
H: -0.806 2.147 -4.930  0.0898
H: 0.384 4.284 -5.128  0.0852
H: 1.066 5.490 -3.054  0.0889
H: 0.580 4.516 -0.857  0.1073
H: -2.161 4.325 -0.417  0.1049
H: -2.988 5.603 1.500  0.0862
H: -2.181 5.076 3.802  0.0782
H: -0.515 3.283 4.099  0.0883
H: 1.197 1.919 4.235  0.0857
H: 1.258 0.282 3.554  0.0446
H: -0.301 0.989 4.043  0.0821
H: 2.388 2.635 2.054  0.0921
H: 1.601 2.145 0.530  0.0691
H: 2.327 0.920 1.610  0.0568
Cl: 6.613 -5.071 3.261  0.5940
C: 5.300 -3.967 2.913  -0.6986
C: 4.385 -4.277 1.921  -0.1616
C: 3.360 -3.392 1.668  -0.5564
Cl: 2.194 -3.783 0.421  0.6724
C: 3.155 -2.153 2.349  -0.5221
O: 2.194 -1.375 2.086  -0.2714
C: 4.141 -1.924 3.355  -0.5769
Cl: 4.016 -0.449 4.274  0.6754
C: 5.180 -2.790 3.632  -0.1626
H: 4.466 -5.196 1.357  0.0962
H: 5.892 -2.545 4.408  0.0959
C: 1.064 -3.100 -4.205  -0.3054
P: 1.875 -2.078 -2.909  0.9102
C: 3.549 -2.851 -2.953  -0.3011
C: 2.242 -0.521 -3.806  -0.4014
C: 2.593 0.577 -3.020  -0.0957
C: 2.881 1.805 -3.594  -0.0802
C: 2.811 1.957 -4.972  -0.1005
C: 2.445 0.880 -5.765  -0.0945
C: 2.160 -0.350 -5.185  -0.1116
H: 1.655 -3.188 -5.120  0.0284
H: 0.082 -2.694 -4.447  0.0273
H: 0.924 -4.104 -3.799  0.0258
H: 3.984 -2.826 -3.954  0.0364
H: 3.476 -3.885 -2.608  0.0205
H: 4.206 -2.324 -2.261  0.0355
H: 2.606 0.481 -1.939  0.1008
H: 3.113 2.653 -2.963  0.1064
H: 3.006 2.923 -5.419  0.1001
H: 2.364 0.999 -6.839  0.0960
H: 1.863 -1.173 -5.823  0.0845
C: -2.913 0.658 1.968  0.0115
C: -2.482 -0.634 2.575  -0.3791
O: -1.662 -1.355 2.033  -0.0247
C: -3.090 -1.067 3.877  -0.1482
C: -3.922 -0.225 4.608  -0.0244
C: -4.459 -0.655 5.813  -0.0794
C: -4.170 -1.928 6.284  -0.0897
C: -3.337 -2.770 5.558  -0.0764
C: -2.794 -2.340 4.360  -0.0127
H: -2.428 0.786 1.008  0.0710
H: -2.609 1.497 2.601  0.0887
H: -4.001 0.702 1.876  0.1016
H: -4.140 0.770 4.244  0.1117
H: -5.099 0.004 6.385  0.1012
H: -4.590 -2.262 7.225  0.0995
H: -3.105 -3.759 5.934  0.1017
H: -2.125 -2.967 3.786  0.1190
N: -3.221 -2.762 -0.366  0.1649
C: -1.954 -3.104 -0.784  -0.6545
N: -1.761 -4.441 -1.015  0.1639
O: -1.070 -2.284 -0.950  -0.1049
H: -3.741 -3.459 0.143  0.0956
H: -3.246 -1.844 0.048  0.0822
H: -2.539 -5.065 -1.123  0.0919
H: -0.894 -4.687 -1.460  0.0980

Results
orbital gap = 4.8054 eV
total charge = -1

***

# C39H45IrNO6PS

A molecular structure, C39H45IrNO6PS (ωB97M-V/def2-TZVPD, OMol25).

Last column: Löwdin charge in e.
Cartesian coordinates (Å):
Ir: 1.417 0.132 -0.465  1.3785
C: 0.199 -3.058 5.549  -0.0463
C: 0.387 -2.830 4.068  -0.2560
C: 0.296 -3.889 3.163  0.0053
C: 0.483 -3.697 1.795  -0.2450
C: 0.382 -4.837 0.812  -0.0336
C: 0.761 -2.426 1.341  0.0192
C: 0.861 -1.312 2.214  -0.2260
C: 0.665 -1.561 3.597  0.0123
N: 1.122 -0.081 1.658  0.0215
C: 1.314 1.141 2.472  -0.4253
C: 1.622 2.280 1.489  -0.1360
C: 1.866 3.607 2.217  -0.2740
C: 0.608 3.984 3.006  -0.1165
C: 0.288 2.862 3.998  -0.2798
C: 1.470 2.674 4.960  -0.1119
C: 2.741 2.333 4.171  -0.2797
C: 3.048 3.454 3.176  -0.1140
C: 2.534 1.017 3.412  -0.0658
C: 0.035 1.553 3.235  -0.0686
H: -0.065 -4.095 5.760  0.0731
H: -0.593 -2.422 5.948  0.0804
H: 1.112 -2.829 6.101  0.0827
H: 0.084 -4.887 3.535  0.1172
H: 0.497 -5.801 1.309  0.0757
H: 1.151 -4.753 0.042  0.0790
H: -0.586 -4.833 0.307  0.0855
H: 0.928 -2.278 0.285  0.0620
H: 0.732 -0.766 4.320  0.0903
H: 0.770 2.390 0.811  0.0977
H: 2.509 2.013 0.898  0.1012
H: 2.087 4.379 1.477  0.1395
H: -0.235 4.126 2.321  0.1207
H: 0.761 4.929 3.537  0.1208
H: -0.611 3.116 4.565  0.1388
H: 1.246 1.875 5.676  0.1204
H: 1.625 3.590 5.539  0.1199
H: 3.581 2.212 4.859  0.1404
H: 3.958 3.219 2.616  0.1254
H: 3.225 4.394 3.710  0.1211
H: 2.417 0.203 4.124  0.1056
H: 3.410 0.780 2.799  0.1390
H: -0.770 1.683 2.503  0.1336
H: -0.294 0.783 3.932  0.1037
O: 4.432 -0.956 -2.777  -0.2886
S: 3.320 -0.499 -2.003  0.2855
O: 2.551 -1.637 -1.310  -0.4756
O: 3.682 0.427 -0.857  -0.4458
O: 2.243 0.219 -2.768  -0.4193
O: -0.782 -0.564 -0.769  -0.4144
P: -1.596 -0.897 -1.990  0.8197
C: -1.149 -2.509 -2.648  -0.2604
C: -2.052 -3.305 -3.354  -0.0674
C: -1.643 -4.523 -3.874  -0.0792
C: -0.328 -4.944 -3.707  -0.0753
C: 0.574 -4.154 -3.012  -0.0583
C: 0.167 -2.939 -2.473  -0.0777
C: -1.423 0.249 -3.355  -0.2660
C: -2.240 1.380 -3.435  -0.0883
C: -2.074 2.284 -4.472  -0.0922
C: -1.072 2.079 -5.416  -0.0819
C: -0.235 0.976 -5.324  -0.0570
C: -0.413 0.057 -4.298  -0.0595
C: -3.345 -0.927 -1.552  -0.2708
C: -3.653 -1.051 -0.197  -0.0584
C: -4.979 -1.121 0.211  -0.0721
C: -6.000 -1.067 -0.727  -0.0791
C: -5.701 -0.941 -2.079  -0.0743
C: -4.378 -0.868 -2.490  -0.0978
H: -3.079 -2.990 -3.488  0.0950
H: -2.349 -5.143 -4.412  0.1028
H: -0.009 -5.892 -4.122  0.1040
H: 1.602 -4.472 -2.891  0.1162
H: 0.889 -2.316 -1.954  0.0494
H: -3.005 1.553 -2.687  0.1127
H: -2.717 3.153 -4.539  0.1066
H: -0.938 2.790 -6.222  0.1050
H: 0.561 0.830 -6.043  0.1128
H: 0.257 -0.793 -4.221  0.1066
H: -2.846 -1.083 0.526  0.1049
H: -5.214 -1.212 1.265  0.1054
H: -7.033 -1.118 -0.406  0.1045
H: -6.498 -0.889 -2.810  0.1055
H: -4.152 -0.747 -3.544  0.1110
C: 2.375 3.091 -2.154  -0.0113
C: 0.888 3.054 -1.964  -0.4538
C: 0.079 4.204 -2.491  -0.0055
O: 0.327 2.120 -1.415  -0.0502
H: 2.738 4.119 -2.155  0.0888
H: 2.592 2.642 -3.128  0.1005
H: 2.892 2.479 -1.417  0.0500
H: 0.446 5.138 -2.058  0.0890
H: -0.975 4.066 -2.263  0.0801
H: 0.220 4.274 -3.574  0.0920

Results
orbital gap (spin up / spin down) = 7.7803 / 6.5902 eV
2S+1 = 5